{"formula": "C5H8S", "method": "ωB97M-V/def2-TZVPD", "homo_lumo_gap_ha": 0.343, "de_lowest_kj_mol": 590.0, "lumo_energy_ev": 0.7125, "max_force_ev_per_a": 4.75, "multiplicity": 1, "molar_mass_g_mol": 100.2, "symbols": ["C", "C", "C", "C", "C", "H", "H", "H", "H", "H", "H", "H", "H", "S"], "positions_angstrom": [[-1.228, 0.688, -0.389], [-0.536, 1.175, 0.897], [-0.492, -0.275, 0.802], [0.618, -1.096, 0.290], [1.195, -0.480, -1.002], [-2.411, 0.952, -0.477], [-0.690, 0.524, -1.506], [1.009, 1.391, 0.918], [-1.309, 1.559, 1.657], [-1.158, -0.896, 1.638], [0.420, -2.134, 0.188], [0.714, 0.519, -1.113], [1.328, -1.117, -1.980], [2.541, -0.809, 0.078]], "forces_ev_per_angstrom": [[-0.7, -0.6, -0.8], [3.4, 0.5, -0.2], [-4.1, -1.7, 1.8], [1.8, 0.9, -3.3], [-0.3, -1.6, -1.6], [3.1, -1.1, 0.5], [-2.3, 0.9, 3.5], [-4.5, 0.5, -0.1], [2.0, -0.1, -1.1], [1.5, 1.7, -2.5], [0.0, -0.7, 0.3], [2.1, -0.7, -0.2], [-0.9, 1.4, 1.9], [-1.1, 0.6, 1.8]], "nbo_charge": [-0.458, -0.404, -0.265, -0.257, -0.570, 0.243, 0.237, 0.184, 0.253, 0.228, 0.232, 0.227, 0.234, 0.115]}

{"formula": "C26H36BrN5O2PPt", "method": "ωB97M-V/def2-TZVPD", "homo_lumo_gap_ha": 0.288, "de_lowest_kj_mol": 92.5, "lumo_energy_ev": -2.7864, "max_force_ev_per_a": 1.56, "charge": 1, "multiplicity": 1, "molar_mass_g_mol": 756.6, "symbols": ["Pt", "O", "C", "C", "C", "C", "C", "C", "C", "O", "N", "N", "C", "C", "Br", "C", "C", "C", "C", "C", "C", "C", "H", "H", "H", "H", "H", "H", "H", "H", "H", "H", "H", "H", "H", "H", "C", "P", "C", "C", "H", "H", "H", "H", "H", "H", "H", "H", "H", "C", "C", "N", "C", "N", "C", "C", "C", "N", "C", "H", "H", "H", "H", "H", "H", "H", "H", "H", "H", "H", "H", "H"], "positions_angstrom": [[-0.717, -0.128, -1.792], [-4.590, -0.404, -1.350], [-4.483, 0.808, -0.768], [-5.230, 1.028, 0.387], [-5.184, 2.250, 1.030], [-4.401, 3.276, 0.518], [-3.667, 3.051, -0.635], [-3.667, 1.822, -1.291], [-2.828, 1.637, -2.569], [-2.426, 0.320, -2.839], [-1.639, 2.489, -2.519], [-0.588, 1.968, -1.858], [0.373, 2.701, -1.440], [1.647, 2.109, -1.010], [2.271, 0.751, -2.194], [2.309, 2.505, 0.071], [3.566, 2.003, 0.651], [4.683, 1.674, -0.114], [5.843, 1.224, 0.500], [5.904, 1.105, 1.882], [4.802, 1.450, 2.653], [3.642, 1.899, 2.040], [-3.916, -0.398, -2.070], [-5.852, 0.221, 0.752], [-5.772, 2.408, 1.924], [-4.373, 4.243, 1.001], [-3.080, 3.873, -1.029], [-3.399, 2.013, -3.427], [-1.757, 3.489, -2.436], [0.285, 3.786, -1.472], [1.818, 3.296, 0.636], [4.658, 1.799, -1.188], [6.708, 0.984, -0.103], [6.813, 0.763, 2.358], [4.853, 1.388, 3.733], [2.788, 2.188, 2.643], [-2.546, -2.992, -2.042], [-0.905, -2.293, -2.322], [-0.633, -2.503, -4.093], [0.200, -3.506, -1.561], [-2.537, -4.060, -2.263], [-3.263, -2.506, -2.699], [-2.859, -2.827, -1.014], [-0.819, -3.546, -4.359], [0.390, -2.239, -4.358], [-1.316, -1.858, -4.645], [-0.048, -4.497, -1.946], [0.086, -3.491, -0.479], [1.238, -3.281, -1.805], [2.403, -2.922, 2.112], [2.843, -2.246, 0.831], [1.678, -1.607, 0.240], [0.746, -0.931, 0.956], [-0.094, -0.149, 0.315], [-1.056, 0.625, 1.102], [-1.493, -0.128, 2.339], [-0.260, -0.464, 3.144], [0.719, -1.140, 2.299], [1.771, -1.872, 3.002], [3.248, -3.383, 2.621], [1.672, -3.701, 1.884], [3.238, -2.965, 0.113], [3.627, -1.511, 1.041], [1.756, -1.282, -0.709], [-1.917, 0.854, 0.477], [-0.605, 1.585, 1.389], [-2.014, -1.043, 2.044], [-2.179, 0.476, 2.933], [-0.493, -1.128, 3.977], [0.176, 0.450, 3.565], [1.314, -2.332, 3.879], [2.535, -1.174, 3.357]], "forces_ev_per_angstrom": [[-1.1, 0.4, 1.0], [0.5, -0.1, -0.6], [0.0, 0.2, 0.1], [0.0, 0.0, 0.0], [0.0, 0.0, 0.0], [0.0, 0.0, 0.0], [0.1, 0.1, 0.1], [0.1, -0.2, 0.1], [0.1, 0.0, 0.2], [0.0, 0.0, -0.5], [0.1, 0.0, -0.4], [0.1, 0.1, 0.4], [0.0, 0.0, 0.0], [-0.2, -0.1, -0.1], [0.4, 0.1, -0.1], [0.1, 0.0, 0.1], [-0.1, 0.1, 0.0], [0.0, 0.0, 0.0], [0.0, 0.0, 0.0], [0.0, 0.0, 0.0], [0.0, 0.0, 0.0], [0.0, 0.0, 0.1], [-0.2, -0.2, 0.2], [0.0, 0.0, 0.0], [0.0, 0.0, 0.0], [0.0, 0.0, 0.0], [0.0, 0.0, 0.1], [0.0, -0.1, 0.0], [0.0, 0.0, 0.0], [0.0, 0.0, -0.1], [0.0, -0.1, 0.0], [0.0, 0.0, 0.0], [0.0, 0.0, 0.0], [0.0, 0.0, 0.0], [0.0, 0.0, 0.0], [0.0, 0.0, 0.0], [0.0, 0.0, 0.0], [-0.2, -0.1, 0.3], [0.0, 0.0, -0.1], [0.0, -0.1, 0.0], [0.0, 0.0, 0.0], [-0.1, 0.1, 0.0], [0.0, 0.0, 0.1], [0.0, 0.0, -0.1], [0.0, 0.0, 0.0], [0.0, 0.0, 0.0], [0.0, 0.0, 0.0], [0.0, 0.0, 0.0], [0.0, 0.0, 0.0], [0.0, 0.0, 0.0], [0.0, 0.0, 0.0], [0.0, 0.1, 0.0], [0.0, 0.1, 0.2], [0.4, -0.5, -0.5], [0.0, 0.1, -0.1], [0.0, 0.0, 0.0], [0.0, 0.0, 0.0], [-0.1, 0.0, -0.1], [0.0, 0.0, 0.0], [0.0, 0.0, 0.0], [0.0, 0.0, 0.0], [0.0, 0.0, 0.0], [0.0, 0.0, 0.0], [0.0, 0.1, 0.0], [-0.1, 0.0, 0.0], [0.0, 0.0, 0.0], [0.0, 0.0, 0.0], [0.0, 0.0, 0.0], [0.0, 0.0, 0.0], [0.0, 0.0, 0.0], [0.0, 0.0, 0.0], [0.0, 0.0, 0.0]], "lowdin_charge": [0.918, 0.049, -0.286, -0.008, -0.077, -0.088, -0.053, -0.114, -0.378, -0.358, 0.015, -0.143, -0.171, -0.606, 0.858, -0.081, -0.241, -0.065, -0.067, -0.077, -0.080, -0.047, 0.065, 0.122, 0.108, 0.103, 0.101, 0.162, 0.133, 0.144, 0.133, 0.081, 0.110, 0.108, 0.108, 0.113, -0.231, 0.641, -0.234, -0.245, 0.060, 0.050, 0.054, 0.061, 0.051, 0.054, 0.061, 0.043, 0.044, -0.146, -0.162, 0.041, -0.373, -0.070, -0.215, -0.146, -0.143, -0.023, -0.138, 0.125, 0.121, 0.124, 0.121, 0.017, 0.084, 0.122, 0.127, 0.125, 0.126, 0.131, 0.126, 0.127]}

Number 1: calculated total energy -593.263498 Eh. Number 2: calculated total energy -4471.105433 Eh.